{"formula": "C18H21F4N3O12", "method": "ωB97M-V/def2-TZVPD", "e_above_lowest_kcal_mol": 15.92, "gap_ha": 0.38605, "smiles": "O=C1OC[C@@H](F)O1.O=C1OC[C@@H](F)O1.O=C1OC[C@@H](F)O1.O=C1OC[C@@H](F)O1.CC#N.CC#N.CC#N", "e_lumo_ev": -0.11, "molar_mass_g_mol": 547.367, "elements": ["O", "C", "O", "C", "C", "F", "O", "H", "H", "H", "O", "C", "O", "C", "C", "F", "O", "H", "H", "H", "O", "C", "O", "C", "C", "F", "O", "H", "H", "H", "O", "C", "O", "C", "C", "F", "O", "H", "H", "H", "C", "C", "N", "H", "H", "H", "C", "C", "N", "H", "H", "H", "C", "C", "N", "H", "H", "H"], "positions_angstrom": [[29.405, 22.604, -14.316], [29.660, 22.061, -13.237], [28.903, 21.464, -12.470], [29.519, 21.081, -11.257], [30.938, 21.324, -11.591], [31.580, 20.181, -11.724], [30.905, 22.052, -12.792], [29.115, 21.716, -10.470], [29.251, 20.048, -11.036], [31.467, 21.921, -10.848], [26.791, 22.016, -8.080], [25.685, 21.434, -8.244], [25.008, 20.585, -7.420], [24.071, 19.909, -8.125], [23.689, 20.940, -9.168], [22.820, 21.842, -8.715], [24.943, 21.551, -9.329], [24.531, 19.052, -8.618], [23.225, 19.654, -7.487], [23.319, 20.610, -10.139], [26.998, 18.006, -9.009], [26.697, 18.199, -10.179], [26.556, 17.220, -11.050], [26.217, 17.807, -12.351], [26.207, 19.302, -12.096], [24.990, 19.789, -12.368], [26.533, 19.441, -10.762], [26.827, 17.555, -13.219], [25.255, 17.359, -12.603], [26.932, 19.796, -12.743], [25.322, 19.346, -19.135], [24.982, 19.117, -17.956], [24.034, 18.242, -17.536], [23.559, 18.656, -16.296], [24.801, 19.292, -15.693], [25.636, 18.411, -15.121], [25.411, 19.815, -16.912], [22.687, 19.248, -16.572], [23.249, 17.807, -15.687], [24.555, 19.982, -14.887], [24.955, 14.120, -12.097], [25.870, 14.538, -13.231], [26.545, 14.714, -14.143], [25.551, 13.413, -11.520], [23.973, 13.760, -12.404], [24.822, 14.974, -11.434], [28.600, 21.021, -17.120], [28.475, 20.169, -15.899], [28.387, 19.493, -14.995], [29.517, 21.596, -16.986], [27.837, 21.796, -17.191], [28.657, 20.416, -18.025], [29.164, 17.954, -7.093], [29.752, 19.128, -7.686], [30.187, 20.060, -8.154], [29.687, 17.725, -6.164], [29.331, 17.143, -7.802], [28.132, 18.051, -6.755]], "mulliken_charge": [-0.67, 0.57, -0.16, -0.06, 0.46, -0.31, -0.34, 0.25, -0.06, 0.30, -0.59, 0.78, -0.35, -0.14, 0.35, -0.30, -0.30, 0.00, 0.36, 0.20, -0.54, 0.44, -0.39, -0.69, 1.14, -0.38, -0.11, 0.40, 0.31, -0.28, -0.57, 0.63, -0.33, -0.49, 0.32, -0.22, -0.29, 0.33, 0.28, 0.30, -0.64, 0.39, -0.42, 0.29, 0.32, 0.15, -0.98, 0.45, -0.40, 0.36, 0.23, 0.37, -0.81, 0.47, -0.42, 0.37, 0.24, 0.20]}